Density functional theory data (ωB97M-V with the def2-TZVPD basis set) for a molecular structure, C9H19O3S2 in a non-equilibrium geometry.

Last column: natural (NBO) charge in e.
Geometry (Å):
C 2.9766 -0.2815 -0.9664  -0.5841
C 2.5879 -0.6078 1.5376  -0.5924
C -1.9005 2.6073 -0.7812  -0.6056
C -0.8933 1.7793 1.2867  -0.6240
C 0.5866 -2.3822 -0.9832  -0.7122
C 1.8611 -0.3401 0.2324  -0.2802
C -0.8945 1.4801 -0.2216  -0.3175
C 0.7133 -1.2539 0.0564  -0.1261
C -1.2962 0.1380 -0.5418  -0.4487
O -3.5040 0.3904 0.8728  -0.9930
O -3.1759 -1.6893 -0.3055  -0.9413
O -1.9352 -1.3262 1.6776  -0.9871
S -1.6444 -0.4383 -2.1335  -0.2662
S -2.4890 -0.5842 0.5584  2.3272
H 3.4191 -1.2299 -1.0937  0.1893
H 3.8761 0.2859 -0.6159  0.1872
H 2.5758 0.0853 -1.7732  0.1971
H 1.9020 -0.6541 2.3662  0.2147
H 3.4180 0.0956 1.8075  0.1930
H 3.0508 -1.6477 1.3259  0.1897
H -2.7821 2.2150 -0.4679  0.2258
H -1.7845 3.6066 -0.5450  0.1917
H -2.0876 2.5134 -1.9582  0.1991
H -0.5471 2.8448 1.4755  0.1947
H -0.2699 1.0164 1.7377  0.2116
H -1.8700 1.7480 1.7874  0.2406
H -0.2285 -3.0622 -0.5175  0.2242
H 1.4800 -2.9752 -1.1880  0.2024
H 0.0820 -1.9382 -1.8763  0.2404
H 1.5105 0.7011 0.2074  0.1967
H 0.1046 1.5678 -0.5726  0.2044
H -0.0313 -1.3973 0.8922  0.2511
H -2.8105 -1.2670 -1.2800  0.3977

- energy above the lowest of the compared OMol25 structures with the same formula, charge and spin (eV) = 4.717
- orbital gap (spin up / spin down) (eV) = 6.877 / 6.606
- HOMO level (spin up / spin down) (eV) = -3.61 / -3.36
- molar mass (g/mol) = 239.38
- net charge = -1
- energy (eV) = -37451.6119